(1)
Entry from the Open Molecules 2025 dataset: an isolated molecule of C7H15N (ωB97M-V with the def2-TZVPD basis set).

Calculated values
HOMO-LUMO gap, eV: 10.17
Charge: 0
SMILES: C=C(CC)C[C@@H](C)N

Each line ends with the Mulliken charge.
CARTESIAN COORDINATES (ANGSTROEM)
C  2.00  -0.75  -0.83  -1.28
C  1.30  -0.08  0.11  0.78
C  1.30  -0.72  1.47  -0.77
C  0.15  -1.72  1.57  -1.13
C  0.46  1.14  -0.22  -0.66
C  -1.05  0.63  -0.47  0.88
C  -1.99  1.80  -0.56  -1.33
N  -1.27  -0.02  -1.78  -0.65
H  2.55  -1.65  -0.56  0.28
H  2.15  -0.34  -1.77  0.40
H  2.18  -1.33  1.68  0.35
H  1.27  0.08  2.27  0.28
H  -0.70  -1.09  1.61  0.40
H  0.21  -2.44  0.81  0.34
H  0.17  -2.28  2.60  0.34
H  0.84  1.61  -1.17  0.41
H  0.51  1.67  0.78  0.25
H  -1.29  -0.01  0.41  -0.29
H  -2.87  1.75  -1.24  0.37
H  -2.38  2.26  0.37  0.31
H  -1.50  2.62  -1.18  0.27
H  -0.43  -0.25  -2.26  0.22
H  -1.61  -0.87  -1.64  0.23

(2)
Entry from the Open Molecules 2025 dataset: the ion C7H15N2O with charge +1 (ωB97M-V with the def2-TZVPD basis set).

Calculated values
HOMO-LUMO gap, eV: 7.63
Charge: +1

Each line ends with the Mulliken charge.
CARTESIAN COORDINATES (ANGSTROEM)
C  -0.98  1.12  -0.48  -1.23
C  -1.42  -0.27  -0.14  1.40
C  1.31  0.31  -0.04  0.85
C  -2.06  -0.56  1.14  -1.17
C  -1.71  -1.15  -1.32  -1.55
C  1.59  0.62  1.44  -1.34
C  2.50  -0.01  -0.97  -1.41
N  0.47  1.33  -0.51  -0.27
N  0.52  -0.82  0.07  0.44
O  0.85  -1.96  0.25  -0.38
H  -1.41  1.25  -1.51  0.32
H  -1.40  1.95  0.02  0.47
H  -3.06  -0.12  1.38  0.37
H  -1.42  -0.18  2.01  0.31
H  -1.99  -1.67  1.31  0.32
H  -1.50  -2.15  -1.07  0.44
H  -1.25  -0.79  -2.22  0.42
H  -2.78  -1.08  -1.49  0.45
H  2.22  -0.15  1.96  0.36
H  0.65  0.64  1.98  0.37
H  1.98  1.64  1.64  0.36
H  2.05  -0.23  -1.89  0.42
H  2.97  -0.83  -0.37  0.38
H  3.13  0.89  -1.00  0.33
H  0.76  2.21  -0.19  0.33

(3)
Entry from the Open Molecules 2025 dataset: the ion C7H15N2O with charge +1 (ωB97M-V with the def2-TZVPD basis set).

Calculated values
HOMO-LUMO gap, eV: 10.20
Charge: +1
SMILES: C=[N+](NC=O)[C@@H](C)C(C)C

Each line ends with the Mulliken charge.
CARTESIAN COORDINATES (ANGSTROEM)
C  1.28  0.74  1.85  -0.07
N  0.82  0.60  0.70  0.30
N  1.94  0.57  -0.48  -0.14
C  2.98  -0.35  -0.32  0.03
O  3.06  -1.16  0.54  -0.41
C  -0.55  0.65  0.25  -0.23
C  -0.79  1.93  -0.50  -1.69
C  -0.95  -0.61  -0.55  0.61
C  -2.45  -0.78  -0.67  -1.51
C  -0.41  -1.96  0.12  -1.09
H  2.33  0.95  2.04  0.27
H  0.64  0.58  2.77  0.27
H  1.87  1.30  -1.24  0.25
H  3.56  -0.33  -1.24  0.41
H  -1.11  0.58  1.27  0.41
H  -1.73  2.46  -0.30  0.36
H  -0.07  2.70  -0.21  0.49
H  -0.68  1.77  -1.55  0.43
H  -0.54  -0.40  -1.58  0.28
H  -2.96  -0.01  -1.25  0.38
H  -2.95  -0.80  0.39  0.31
H  -2.46  -1.74  -1.21  0.45
H  -1.06  -2.91  0.12  0.34
H  -0.32  -1.57  1.20  0.23
H  0.55  -2.21  -0.13  0.32

Looking at strongest force on any atom for the records above, in order, we have 5.2; 5.3; 5.6 eV/Å.